No. 1
ORCA calculation (ωB97M-V/def2-TZVPD) on a 9-piece molecular cluster, C36H54O27 overall.

Values from the calculation:
Energy above the lowest of the compared OMol25 structures with the same formula, charge and spin: 70.5 kcal/mol
Electronic energy: -93490.19022 eV
SMILES: C[C@H]1COC(=O)O1.C[C@H]1COC(=O)O1.C[C@H]1COC(=O)O1.C[C@H]1COC(=O)O1.C[C@H]1COC(=O)O1.C[C@H]1COC(=O)O1.C[C@H]1COC(=O)O1.C[C@H]1COC(=O)O1.C[C@H]1COC(=O)O1
LUMO level: -0.25 eV
Multiplicity: 1
Molar mass: 918.80 g mol⁻¹

The geometry in XYZ format:
```
117
C36H54O27, DFT ωB97M-V/def2-TZVPD
C 22.3469 27.1508 -10.0184
C 21.3617 28.1292 -9.4537
C 20.4785 27.5968 -8.3537
O 20.8149 28.4183 -7.2903
C 21.7632 29.2839 -7.6043
O 22.2590 30.0536 -6.8067
O 22.1168 29.2082 -8.8656
H 22.7858 27.5174 -10.9463
H 21.8708 26.1929 -10.2282
H 23.1054 27.0057 -9.2492
H 20.7971 28.6905 -10.1983
H 20.6149 26.5357 -8.1449
H 19.4199 27.8302 -8.4682
C 24.5264 26.0822 -20.9736
C 24.1352 27.1636 -19.9707
C 22.8307 27.9270 -20.0463
O 22.2015 27.7069 -18.8204
C 22.9713 26.8848 -18.0903
O 22.6860 26.4646 -16.9536
O 24.1148 26.6676 -18.6769
H 24.4088 26.4468 -21.9941
H 23.8345 25.2463 -20.8714
H 25.4773 25.5972 -20.7526
H 24.9252 27.9097 -19.8854
H 22.1387 27.5198 -20.7835
H 22.9599 28.9821 -20.2875
C 21.3429 22.7821 -11.3176
C 20.3402 23.5749 -12.1624
C 18.8783 23.1281 -11.9739
O 18.2380 24.2951 -11.5765
C 19.1018 25.3221 -11.3808
O 18.7401 26.4019 -10.8551
O 20.2850 24.9460 -11.6735
H 21.0563 22.7113 -10.2684
H 22.3087 23.2870 -11.3345
H 21.5402 21.7813 -11.7017
H 20.5748 23.6070 -13.2264
H 18.7299 22.4175 -11.1608
H 18.5254 22.8095 -12.9547
C 12.0457 27.5414 -12.1250
C 13.4672 27.4567 -11.5531
C 14.0343 26.0049 -11.6704
O 15.1957 26.0937 -12.5067
C 15.3773 27.4238 -12.7676
O 16.2865 27.9331 -13.4101
O 14.3956 28.2009 -12.3302
H 12.0648 27.4792 -13.2130
H 11.6350 28.4946 -11.7920
H 11.3524 26.7654 -11.8005
H 13.4466 27.7048 -10.4919
H 13.3082 25.3669 -12.1741
H 14.2688 25.5979 -10.6868
C 17.2919 30.1000 -15.7828
C 17.3804 31.6068 -15.6717
C 18.2138 32.0845 -14.5176
O 19.3073 32.6968 -15.1298
C 19.1426 32.8501 -16.4388
O 19.8615 33.4841 -17.1894
O 18.0980 32.1103 -16.8122
H 16.5902 29.6630 -16.4933
H 17.1587 29.5794 -14.8345
H 18.2723 29.7273 -16.0793
H 16.3620 31.9685 -15.5302
H 18.6297 31.3220 -13.8591
H 17.7234 32.7984 -13.8557
C 20.8752 30.9532 -18.7992
C 20.6744 31.1622 -20.3145
C 21.9175 31.5923 -21.0103
O 21.8096 30.9024 -22.2514
C 20.8829 29.9586 -22.2032
O 20.6491 29.2154 -23.1153
O 20.2854 30.0182 -21.0114
H 21.6549 30.2366 -18.5411
H 19.9350 30.6709 -18.3254
H 21.1990 31.8794 -18.3243
H 19.8610 31.8336 -20.5897
H 22.8694 31.3997 -20.5155
H 21.8458 32.6604 -21.2155
C 20.6315 21.5099 -18.2144
C 19.9985 22.7822 -18.6540
C 20.3411 24.0700 -17.9589
O 20.6922 25.0163 -18.9360
C 20.8663 24.3622 -20.1012
O 21.3026 24.8342 -21.1811
O 20.4484 23.0283 -19.9049
H 20.2609 20.6536 -18.7780
H 20.3442 21.2253 -17.2022
H 21.7211 21.4925 -18.2375
H 18.9160 22.6720 -18.7189
H 21.1477 23.8745 -17.2523
H 19.5180 24.4412 -17.3483
C 17.1225 30.1184 -11.4283
C 17.9857 31.2285 -10.8815
C 18.3616 31.1369 -9.3913
O 19.7503 31.3572 -9.4213
C 20.2692 31.4468 -10.6645
O 21.4381 31.6239 -11.0155
O 19.2392 31.2049 -11.5246
H 17.5906 29.1611 -11.1992
H 17.1085 30.1822 -12.5163
H 16.1050 30.2074 -11.0478
H 17.5078 32.2005 -11.0036
H 18.1373 30.1728 -8.9349
H 17.7980 31.9048 -8.8614
C 19.9519 26.0255 -14.8746
C 19.6992 27.4718 -14.5490
C 20.3514 27.9440 -13.3235
O 21.0697 29.0747 -13.6809
C 21.1175 29.2098 -14.9929
O 21.8557 29.9315 -15.6423
O 20.2965 28.2819 -15.5173
H 21.0031 25.7530 -14.9686
H 19.4505 25.9148 -15.8360
H 19.3922 25.3908 -14.1876
H 18.6777 27.8336 -14.4323
H 21.0385 27.2358 -12.8604
H 19.5959 28.1863 -12.5761
```

Results of the Mulliken charge analysis, in e, for atoms 1 through 99: number 1, C, carries -1.35; number 2, C, carries 1.84; number 3, C, carries -0.10; number 4, O, carries -0.40; number 5, C, carries 0.61; number 6, O, carries -0.62; number 7, O, carries -0.38; number 8, H, carries 0.29; number 9, H, carries 0.08; number 10, H, carries 0.45; number 11, H, carries -0.85; number 12, H, carries 0.25; number 13, H, carries 0.13; number 14, C, carries -1.29; number 15, C, carries 0.11; number 16, C, carries 0.33; number 17, O, carries -0.15; number 18, C, carries 0.47; number 19, O, carries -0.58; number 20, O, carries -0.36; number 21, H, carries 0.33; number 22, H, carries 0.20; number 23, H, carries 0.38; number 24, H, carries 0.37; number 25, H, carries 0.33; number 26, H, carries -0.23; number 27, C, carries -1.62; number 28, C, carries 0.42; number 29, C, carries -0.43; number 30, O, carries -0.38; number 31, C, carries 0.50; number 32, O, carries -0.52; number 33, O, carries 0.06; number 34, H, carries 0.39; number 35, H, carries 0.37; number 36, H, carries 0.42; number 37, H, carries 0.21; number 38, H, carries 0.37; number 39, H, carries 0.30; number 40, C, carries -1.50; number 41, C, carries 0.46; number 42, C, carries -0.54; number 43, O, carries -0.30; number 44, C, carries 0.54; number 45, O, carries -0.48; number 46, O, carries -0.34; number 47, H, carries 0.38; number 48, H, carries 0.36; number 49, H, carries 0.41; number 50, H, carries 0.30; number 51, H, carries 0.33; number 52, H, carries 0.31; number 53, C, carries -0.54; number 54, C, carries 0.71; number 55, C, carries 0.37; number 56, O, carries -0.37; number 57, C, carries 0.66; number 58, O, carries -0.61; number 59, O, carries -0.37; number 60, H, carries 0.44; number 61, H, carries -0.12; number 62, H, carries -0.05; number 63, H, carries 0.28; number 64, H, carries -0.49; number 65, H, carries 0.18; number 66, C, carries -0.94; number 67, C, carries 0.37; number 68, C, carries -0.54; number 69, O, carries -0.38; number 70, C, carries 0.70; number 71, O, carries -0.59; number 72, O, carries -0.36; number 73, H, carries 0.14; number 74, H, carries 0.11; number 75, H, carries 0.40; number 76, H, carries 0.42; number 77, H, carries 0.33; number 78, H, carries 0.37; number 79, C, carries -1.51; number 80, C, carries 0.65; number 81, C, carries -0.15; number 82, O, carries -0.02; number 83, C, carries 0.46; number 84, O, carries -0.56; number 85, O, carries -0.37; number 86, H, carries 0.38; number 87, H, carries 0.36; number 88, H, carries 0.37; number 89, H, carries 0.20; number 90, H, carries 0.17; number 91, H, carries 0.10; number 92, C, carries -0.73; number 93, C, carries 0.24; number 94, C, carries -0.41; number 95, O, carries -0.39; number 96, C, carries 0.41; number 97, O, carries -0.55; number 98, O, carries 0.10; number 99, H, carries 0.09


No. 2
ORCA calculation (ωB97M-V/def2-TZVPD) on C36H55BBrFINO10P as an isolated structure.

Values from the calculation:
Charge: +1
Electronic energy: -151007.93084 eV
LUMO level: -4.08 eV
Multiplicity: 1
Molar mass: 929.43 g mol⁻¹

The geometry in XYZ format:
```
107
C36H55BBrFINO10P, DFT ωB97M-V/def2-TZVPD
C 3.6623 3.5810 1.5293
C 2.1840 3.3903 0.9340
C 2.0847 4.4191 -0.2852
C 1.1640 3.8752 -1.4837
C 0.6368 5.0654 -2.4284
C 0.0520 2.8829 -1.0185
C 0.3540 1.4242 -1.1843
C 1.6806 0.9561 -1.7121
C 2.0157 -0.4497 -1.9022
C 3.4530 -0.8490 -2.4132
O 3.5319 -1.0715 -3.8192
C 2.9175 0.0061 -4.5569
C 0.9377 -1.4197 -1.5827
O 1.2969 -2.7643 -1.8002
B 1.1234 -3.1088 -3.1910
O 0.1440 -2.4221 -3.9255
O 1.9734 -4.0803 -3.7354
C -0.3903 -1.0394 -1.0496
C -1.3007 -2.2751 -0.8339
C -1.2078 -2.8116 0.6918
C -0.5485 -1.7825 1.6700
F -0.7548 -2.3116 3.0047
C -0.6836 0.3901 -0.8137
C -1.9836 0.8334 -0.2224
C -3.1441 -0.0525 0.2925
Br -3.4768 0.1636 2.2780
C -4.5178 0.0762 -0.5410
C -4.2879 0.7061 -1.9856
C -2.1893 2.2935 -0.0943
I -4.0325 3.1925 0.6571
N -1.1816 3.2703 -0.4653
P -1.6009 4.9527 -0.1650
C -0.5547 5.8857 1.0139
C -2.3532 5.8664 -1.5765
H 3.7696 3.1752 2.5658
H 4.3493 3.0125 0.8324
H 4.0007 4.6566 1.4474
H 1.4247 3.5766 1.7347
H 2.1565 2.3195 0.5842
H 3.1458 4.4811 -0.6768
H 1.8265 5.4580 0.0337
H 1.9087 3.3988 -2.1841
H -0.2877 4.7185 -2.9610
H 0.3881 5.9480 -1.7704
H 1.4521 5.4077 -3.1146
H 2.5157 1.6547 -1.9659
H 4.1319 0.0029 -2.0924
H 3.7831 -1.7353 -1.8049
H 1.8052 -0.1589 -4.6328
H 3.4242 0.0547 -5.5519
H 3.0621 1.0097 -4.0605
H -0.0889 -3.0300 -4.6570
H 2.6002 -4.2991 -3.0184
H -2.3704 -2.1330 -1.1690
H -0.9925 -3.1835 -1.4305
H -2.2768 -3.0507 0.9760
H -0.6429 -3.7770 0.7217
H -1.0339 -0.7754 1.6517
H 0.5563 -1.6667 1.4833
H -2.9981 -1.1478 0.3123
H -5.2990 0.6453 0.0285
H -4.9689 -0.9421 -0.7346
H -3.3962 0.2054 -2.4687
H -4.1451 1.8243 -1.9391
H -5.1529 0.5085 -2.6774
H 0.1094 6.6126 0.4496
H -1.1004 6.5136 1.7785
H 0.1171 5.2035 1.5932
H -2.6033 5.1363 -2.3961
H -1.6912 6.7049 -1.9236
H -3.3269 6.3341 -1.2528
O 3.7091 -2.1134 2.0236
C 3.5816 -2.7429 3.0402
O 4.6205 -3.2490 3.7497
C 4.1183 -4.0366 4.8415
C 2.7105 -3.5322 5.0801
C 2.2725 -3.1249 3.6850
H 4.1394 -5.0898 4.5495
H 4.7561 -3.9003 5.7142
H 2.0606 -4.2723 5.5469
H 2.7366 -2.6520 5.7279
H 1.8348 -3.9609 3.1352
H 1.5857 -2.2819 3.7094
O -3.7500 5.4215 3.5230
C -3.8583 4.8367 4.5665
O -3.3900 5.3105 5.7474
C -3.5832 4.3236 6.7728
C -4.6950 3.4316 6.2616
C -4.4781 3.4733 4.7595
H -2.6452 3.7801 6.9139
H -3.8494 4.8153 7.7079
H -4.6687 2.4265 6.6826
H -5.6654 3.8723 6.5044
H -3.7696 2.7106 4.4276
H -5.4163 3.3888 4.2137
O -0.6284 -9.9650 -4.6909
C 0.0860 -9.0177 -4.5377
O -0.0889 -7.8261 -5.1724
C 0.9979 -6.9468 -4.8516
C 1.5662 -7.4737 -3.5500
C 1.3201 -8.9676 -3.6689
H 1.7260 -6.9804 -5.6666
H 0.6272 -5.9285 -4.7523
H 2.6140 -7.2111 -3.4003
H 0.9950 -7.0737 -2.7070
H 2.1377 -9.4761 -4.1835
H 1.1343 -9.4245 -2.6989
```

Results of the Mulliken charge analysis, in e, for atoms 1 through 99: number 1, C, carries -1.33; number 2, C, carries 0.23; number 3, C, carries -1.07; number 4, C, carries 0.95; number 5, C, carries -1.21; number 6, C, carries 0.16; number 7, C, carries 0.49; number 8, C, carries -0.22; number 9, C, carries -0.46; number 10, C, carries -1.10; number 11, O, carries -0.39; number 12, C, carries -0.43; number 13, C, carries 0.52; number 14, O, carries -0.86; number 15, B, carries 1.00; number 16, O, carries -0.59; number 17, O, carries -0.51; number 18, C, carries 0.06; number 19, C, carries -1.10; number 20, C, carries -1.00; number 21, C, carries 1.06; number 22, F, carries -0.39; number 23, C, carries 0.99; number 24, C, carries 1.36; number 25, C, carries -0.93; number 26, Br, carries 0.01; number 27, C, carries -0.48; number 28, C, carries -0.72; number 29, C, carries -0.78; number 30, I, carries 0.17; number 31, N, carries 0.24; number 32, P, carries 0.08; number 33, C, carries -0.90; number 34, C, carries -1.04; number 35, H, carries 0.37; number 36, H, carries 0.33; number 37, H, carries 0.32; number 38, H, carries 0.27; number 39, H, carries -0.03; number 40, H, carries 0.44; number 41, H, carries 0.38; number 42, H, carries 0.05; number 43, H, carries 0.22; number 44, H, carries 0.16; number 45, H, carries 0.45; number 46, H, carries 0.17; number 47, H, carries 0.46; number 48, H, carries 0.37; number 49, H, carries 0.17; number 50, H, carries 0.34; number 51, H, carries 0.18; number 52, H, carries 0.29; number 53, H, carries 0.25; number 54, H, carries 0.52; number 55, H, carries 0.00; number 56, H, carries 0.37; number 57, H, carries 0.38; number 58, H, carries -0.66; number 59, H, carries 0.19; number 60, H, carries -0.27; number 61, H, carries 0.40; number 62, H, carries 0.40; number 63, H, carries 0.13; number 64, H, carries 0.12; number 65, H, carries 0.43; number 66, H, carries 0.36; number 67, H, carries 0.44; number 68, H, carries 0.15; number 69, H, carries 0.31; number 70, H, carries 0.37; number 71, H, carries 0.37; number 72, O, carries -0.53; number 73, C, carries 0.46; number 74, O, carries -0.40; number 75, C, carries -0.43; number 76, C, carries -0.64; number 77, C, carries 0.03; number 78, H, carries 0.24; number 79, H, carries 0.35; number 80, H, carries 0.35; number 81, H, carries 0.28; number 82, H, carries 0.19; number 83, H, carries 0.10; number 84, O, carries -0.55; number 85, C, carries 0.44; number 86, O, carries -0.36; number 87, C, carries -0.43; number 88, C, carries -0.57; number 89, C, carries -0.01; number 90, H, carries 0.25; number 91, H, carries 0.33; number 92, H, carries 0.32; number 93, H, carries 0.29; number 94, H, carries 0.02; number 95, H, carries 0.27; number 96, O, carries -0.55; number 97, C, carries 0.45; number 98, O, carries -0.36; number 99, C, carries -0.03